Entry from the OMol25 dataset: the ion C14H19N4O2 with charge +1 (the ωB97M-V functional and the def2-TZVPD basis).

- structure (SMILES) = NC(N)(N)Cc1cc2cc(CCOC=O)ccc2c[nH+]1
- maximum force (eV/Å) = 8.91
- total charge = +1
- 2S+1 = 1
- frontier orbital gap (eV) = 6.55

Each line ends with the Löwdin charge.
Positions of all 39 atoms, in Å:
N -1.4772 0.0979 -4.1863  0.05
C -0.3513 1.0832 -3.8755  -0.61
N -0.1698 1.9947 -5.1072  0.04
N -0.8693 1.9930 -2.7732  0.02
C 1.0801 0.3544 -3.5473  -0.08
C 1.0664 -0.6453 -2.2437  -0.07
C 0.8274 0.0809 -0.7663  0.06
C 0.7977 -0.7786 0.6305  -0.07
C 0.5072 0.0420 2.0197  0.04
C 0.4667 -0.8328 3.4274  -0.08
C 0.1438 0.0158 4.8006  -0.13
C -0.7974 1.3639 4.5088  -0.20
O -2.1635 1.0315 4.0757  -0.12
C -2.4762 1.5677 2.7419  -0.15
O -2.4282 2.8591 2.3778  -0.04
C 0.7597 -2.4434 3.3316  0.03
C 1.0718 -3.2651 1.9097  0.02
C 1.0651 -2.4061 0.5098  -0.07
C 1.3103 -3.0360 -1.0029  0.09
N 1.2889 -2.1430 -2.2610  0.06
H -1.7433 -0.3701 -3.2687  0.08
H -2.2897 0.6455 -4.5560  0.09
H 0.6068 2.6521 -4.7954  0.08
H -1.0319 2.6171 -5.0583  0.09
H -0.0804 2.5253 -2.3050  0.08
H -1.3034 1.3779 -2.0210  0.07
H 1.9782 1.1179 -3.3648  0.15
H 1.3892 -0.2846 -4.5066  0.14
H 0.6772 1.2409 -0.7139  0.10
H 0.3331 1.1984 1.9444  0.10
H -0.4363 -0.6121 5.6255  0.14
H 1.1374 0.4394 5.2976  0.14
H -0.9063 1.8996 5.5699  0.15
H -0.2559 2.1469 3.8183  0.13
H -2.7829 0.7836 1.8968  0.17
H 0.7729 -3.1049 4.3014  0.11
H 1.2876 -4.4150 1.8864  0.11
H 1.5249 -4.1957 -1.1372  0.15
H 1.4706 -2.5959 -3.1834  0.15